Arrangement one

This record from the Open Molecules 2025 dataset describes a cluster of 2 separate species, C5H12N2O in total. The level of theory is ωB97M-V with the def2-TZVPD basis set.

XYZ file:
```
20
Properties=species:S:1:pos:R:3:mulliken_spin:R:1
C -1.576 0.429 -0.176 0.101
N -2.913 0.019 0.615 0.074
C -1.871 -0.109 1.442 -0.019
O 0.049 -2.036 1.093 0.004
C -0.095 1.152 0.200 0.023
C 0.752 1.194 -0.970 0.679
C 1.553 0.060 -1.406 -0.042
N 2.299 -0.813 -0.404 0.089
H -1.905 1.279 -0.789 -0.015
H -1.447 -0.372 -0.910 -0.002
H -1.827 0.451 2.391 -0.003
H -1.400 -1.097 1.534 0.007
H 0.355 0.560 1.005 0.029
H -0.459 2.080 0.646 0.001
H 1.010 2.071 -1.520 0.023
H -0.066 -2.989 1.061 0.000
H 0.965 -0.804 -1.856 0.063
H 2.277 0.275 -2.206 0.008
H 1.513 -1.251 0.114 -0.009
H 2.785 -0.099 0.138 -0.012
```

## Properties
HOMO level (spin up / spin down) (Eh): -0.1033 / -0.1020
Spin multiplicity: 2
Total charge: -1



Arrangement two

This record from the Open Molecules 2025 dataset describes the ion C5H12N2O with charge -1. The level of theory is ωB97M-V with the def2-TZVPD basis set.

XYZ file:
```
20
Properties=species:S:1:pos:R:3:mulliken_spin:R:1
C -0.188 1.862 -0.735 0.511
O -0.737 2.211 0.541 -0.335
C 0.926 0.798 -0.560 -0.151
C 0.451 -0.640 -0.876 0.999
C -0.373 -1.254 0.218 0.680
C -1.654 -0.924 0.491 1.196
N 0.192 -2.418 0.740 0.528
N 1.647 0.949 0.701 0.237
H 0.235 2.812 -1.065 -0.012
H -0.941 1.461 -1.405 -0.264
H 1.714 0.933 -1.319 -0.390
H 1.341 -1.209 -0.999 -0.443
H -0.124 -0.581 -1.809 -0.052
H -2.292 -1.547 1.114 -0.217
H -2.181 -0.070 0.084 -0.640
H -0.336 -2.939 1.423 -0.187
H 0.633 -3.042 0.064 -0.487
H -1.156 1.412 0.890 0.071
H 1.445 1.877 1.060 0.016
H 1.397 0.309 1.443 -0.060
```

## Properties
HOMO level (spin up / spin down) (Eh): 0.0388 / -0.1597
Spin multiplicity: 2
Total charge: -1



Stability summary: most stable arrangement two, least stable arrangement one.



Arrangement one

This record from the Open Molecules 2025 dataset describes a structure of composition C2H8Cl2Si2. The level of theory is ωB97M-V with the def2-TZVPD basis set.

XYZ file:
```
14
Properties=species:S:1:pos:R:3:mulliken_charge:R:1
C -1.136 0.779 -1.078 0.209
C -0.098 -1.792 2.199 -0.566
Si 0.317 1.898 -1.810 0.456
Si 1.433 -1.491 0.927 0.282
Cl -0.970 -0.643 -2.296 -0.244
Cl -0.369 -0.013 2.592 -0.198
H -0.757 0.386 -0.236 -0.498
H -2.194 1.047 -0.972 0.356
H 0.102 -2.325 3.206 0.324
H -1.041 -2.029 1.658 0.288
H 1.081 0.936 -2.514 -0.083
H 0.951 2.373 -0.516 -0.095
H -0.017 3.061 -2.681 -0.129
H 2.700 -2.187 1.522 -0.103
```

## Properties
HOMO level (Eh): -0.3188



Arrangement two

This record from the Open Molecules 2025 dataset describes a structure of composition C2H8Cl2Si2. The level of theory is ωB97M-V with the def2-TZVPD basis set.

XYZ file:
```
14
Properties=species:S:1:pos:R:3:mulliken_charge:R:1
C 2.309 -1.593 0.349 -1.021
C -2.129 1.535 -0.581 -1.033
Si 0.824 0.347 0.968 0.283
Si -1.091 -0.067 -0.314 0.655
Cl -0.685 -0.913 -2.175 -0.285
Cl -2.458 -1.340 0.455 -0.263
H 1.856 -1.673 -0.711 0.217
H 3.292 -1.248 0.558 0.326
H 2.250 -2.505 0.876 0.313
H -1.492 2.421 -0.732 0.344
H -2.556 1.475 -1.661 0.249
H -2.778 1.640 0.217 0.317
H 0.863 0.556 2.562 -0.064
H 1.796 1.366 0.189 -0.038
```

## Properties
HOMO level (Eh): -0.3321



Stability summary: most stable arrangement two, least stable arrangement one.



Arrangement one

This record from the Open Molecules 2025 dataset describes an isolated molecule of CH2N4O2. The level of theory is ωB97M-V with the def2-TZVPD basis set.

XYZ file:
```
9
Properties=species:S:1:pos:R:3:mulliken_charge:R:1
N 1.014 -1.015 0.234 -0.633
N -0.032 -0.378 -0.241 0.365
O -1.425 -0.912 -0.188 -0.090
N -2.108 0.183 0.125 0.058
N -1.481 1.268 0.109 -0.258
C -0.093 1.022 -0.112 0.522
O 0.963 1.565 -0.117 -0.531
H 1.691 -0.440 0.782 0.297
H 1.472 -1.294 -0.592 0.269
```

## Properties
HOMO level (Eh): -0.3718
SMILES string: Nn1onnc1=O



Arrangement two

This record from the Open Molecules 2025 dataset describes an isolated molecule of CH2N4O2. The level of theory is ωB97M-V with the def2-TZVPD basis set.

XYZ file:
```
9
Properties=species:S:1:pos:R:3:mulliken_charge:R:1
N 0.833 -0.032 -3.449 -0.338
C 0.582 0.135 -2.329 0.370
N -0.072 0.256 -1.110 -0.503
N 0.437 -0.517 -0.164 1.113
O 1.306 -1.346 0.058 -0.544
O -0.024 -0.426 1.155 -0.179
N -1.104 0.475 1.439 -0.500
H -1.377 0.233 2.442 0.312
H -0.583 1.221 1.958 0.270
```

## Properties
HOMO level (Eh): -0.4042
SMILES string: N#C/N=[N+](\[O-])ON



Stability summary: most stable arrangement one, least stable arrangement two.



Arrangement one

This record from the Open Molecules 2025 dataset describes a cluster of 10 separate species, C5H28NO10 in total. The level of theory is ωB97M-V with the def2-TZVPD basis set.

XYZ file:
```
44
Properties=species:S:1:pos:R:3:mulliken_charge:R:1
C -1.551 -0.456 0.710 0.495
O -2.138 0.662 1.363 -0.813
C -2.195 -0.752 -0.626 -0.919
C -1.412 -1.657 -1.567 -0.649
C -0.171 -1.156 -2.306 0.798
C 0.257 -1.976 -3.277 -1.331
N 0.521 -0.036 -1.902 0.009
H -1.714 -1.289 1.395 0.483
H -0.472 -0.213 0.667 -0.341
H -2.318 0.211 -1.145 0.269
H -3.144 -1.257 -0.420 0.330
H -1.187 -2.671 -1.203 0.326
H -2.182 -1.820 -2.353 0.336
H 1.173 -1.820 -3.854 0.270
H -0.125 -2.990 -3.413 0.310
H -0.038 0.678 -1.454 -0.157
H 1.051 0.459 -2.605 0.272
H 1.168 -1.587 2.122 0.301
H 0.037 -2.524 1.933 0.235
O 0.795 -2.185 1.454 -0.578
H 1.932 -3.522 0.255 0.323
H 1.096 -4.031 -1.031 0.315
O 1.688 -4.266 -0.304 -0.682
H 2.648 0.584 1.667 0.516
H 3.229 1.396 2.856 0.296
O 3.074 0.488 2.554 -0.765
H 1.578 0.150 3.469 0.378
H 0.198 0.600 3.573 0.403
O 0.736 -0.158 3.868 -0.713
H 0.994 3.535 -0.868 0.241
H -0.191 2.622 -0.129 0.533
O 0.838 2.685 -0.441 -0.736
H -0.502 2.672 -1.801 0.185
H -1.443 2.955 -3.008 0.255
O -0.553 2.635 -2.787 -0.694
H 0.034 2.745 2.170 0.245
H -1.175 1.694 2.353 0.441
O -0.379 2.117 2.760 -0.742
H -2.097 1.476 0.695 0.445
H -1.999 3.517 0.226 0.051
O -1.561 2.671 0.046 -0.764
H 1.502 -0.687 0.287 0.178
H 1.702 0.630 -0.038 0.512
O 2.296 -0.133 0.109 -0.866
```

## Properties
HOMO level (Eh): -0.1888
Total charge: -1



Arrangement two

This record from the Open Molecules 2025 dataset describes a cluster of 9 separate species, C5H28NO10 in total. The level of theory is ωB97M-V with the def2-TZVPD basis set.

XYZ file:
```
44
Properties=species:S:1:pos:R:3:mulliken_charge:R:1
C -1.993 -0.772 -2.479 -1.105
N -1.537 -0.888 -1.061 -0.192
C -0.408 -1.889 -1.179 0.371
C -0.087 -2.731 0.068 -0.554
C -0.185 -2.027 1.448 -1.073
O -0.769 -3.985 0.055 -0.631
C 0.883 -1.378 -1.952 -0.541
O 0.867 -0.002 -2.343 -0.694
H -1.213 -0.372 -3.130 0.375
H -2.430 -1.677 -2.890 0.349
H -2.755 0.028 -2.430 0.335
H -1.149 -0.003 -0.750 0.322
H -0.753 -2.623 -1.920 0.341
H 0.954 -3.026 -0.048 0.593
H -1.218 -1.746 1.640 0.336
H -0.010 -2.788 2.195 0.437
H 0.384 -1.107 1.338 0.206
H -1.593 -3.911 0.547 0.381
H 0.990 -1.887 -2.915 0.310
H 1.777 -1.366 -1.309 0.222
H -0.211 2.825 1.902 0.252
H 0.277 2.029 0.543 0.481
O 0.599 2.527 1.477 -0.891
H 1.565 1.855 -0.987 0.401
H 2.670 1.269 -1.938 0.381
O 2.506 1.961 -1.293 -0.748
H 1.359 1.073 2.821 0.357
H 2.272 -0.214 3.088 0.297
O 1.594 0.364 3.429 -0.682
H 0.407 0.670 -1.637 0.451
H -0.587 2.409 -1.016 0.195
O -0.047 1.670 -0.722 -0.927
H 3.154 1.372 0.833 0.376
H 2.839 0.150 0.383 0.316
O 3.342 0.465 1.159 -0.707
H -1.991 1.786 2.603 0.285
H -0.377 1.577 2.990 0.358
O -1.312 1.548 3.229 -0.678
H 0.165 4.287 0.117 0.341
H 0.912 3.622 -1.091 0.274
O 0.360 4.356 -0.820 -0.709
H -2.476 -1.574 0.500 0.145
H -3.363 -0.460 0.800 0.320
O -3.414 -1.420 0.745 -0.679
```

## Properties
HOMO level (Eh): -0.2221
Total charge: -1



Stability summary: most stable arrangement one, least stable arrangement two.